# C10H21MoN3P

A molecular structure, C10H21MoN3P (ωB97M-V/def2-TZVPD, the OMol25 dataset).

Structure (XYZ):
```
36
Properties=species:S:1:pos:R:3:forces:R:3:lowdin_charge:R:1
C -1.479500 0.016638 -3.621887 -2.346 1.212 2.453 -0.243
C -1.376404 1.465812 -3.900051 -0.423 -0.232 0.264 -0.196
C -2.203636 2.200785 -3.022682 1.240 -0.088 0.884 -0.094
C -2.578601 1.348697 -1.912150 -0.509 -0.993 -1.957 -0.297
C -2.516569 -0.030018 -2.389469 2.235 0.628 -1.427 -0.201
Mo -0.513220 0.589886 -1.766623 -0.745 -0.260 -0.087 0.965
P 1.869139 -0.209404 -2.111110 0.111 0.320 0.116 0.678
H -1.201611 -0.736624 -4.348867 -0.242 -0.080 0.335 0.085
H -0.777892 1.899783 -4.705723 -0.484 -0.215 0.215 0.102
H -2.515117 3.258342 -3.097454 0.947 -0.518 0.134 0.122
H -3.274460 -0.748031 -2.045757 1.120 -0.238 -0.182 0.102
H -2.983452 1.589000 -0.954485 -0.905 0.476 0.020 0.090
H 2.778062 0.227176 -1.103331 -0.054 -0.228 -0.315 -0.109
H 2.642415 0.087390 -3.246703 0.028 -0.108 0.066 -0.111
H 2.099373 -1.597997 -2.004974 0.044 0.160 -0.050 -0.112
C 0.075827 -2.874188 1.458246 -0.153 0.255 -0.242 -0.047
N 0.360847 -1.553983 2.058585 0.025 0.647 -0.041 -0.123
C 0.679805 -1.608225 3.506240 -0.132 -0.239 0.309 -0.056
C 0.147660 -0.404802 1.306368 -0.068 -0.731 -1.327 -0.372
N -0.499252 -0.506327 0.124758 0.723 -0.393 0.980 -0.041
N 0.661201 0.807175 1.634293 -0.050 0.030 0.567 -0.133
C 1.509763 0.996458 2.791239 0.922 -0.856 1.189 -0.060
C 0.597425 1.980540 0.742012 -0.537 -0.909 0.103 -0.050
H 0.431529 -3.640073 2.150395 -0.048 0.175 -0.243 0.090
H 0.589378 -3.019767 0.491524 -0.132 0.196 0.405 0.096
H -1.005177 -3.034187 1.306797 0.274 0.014 0.094 0.101
H 1.767545 -1.490649 3.708528 -0.821 0.147 -0.102 0.098
H 0.056928 -0.900048 4.097956 0.552 -0.596 -0.452 0.100
H 0.422513 -2.623321 3.849477 -0.021 0.540 -0.115 0.089
H -0.844088 -1.462094 0.033196 -0.119 0.540 -0.178 0.040
H 1.788621 2.028499 2.897624 -0.174 0.461 -0.062 0.080
H 1.037314 0.687785 3.751885 0.420 0.458 -0.954 0.084
H 2.486241 0.469164 2.695635 -0.640 0.075 0.013 0.111
H 1.207831 1.802357 -0.160924 -0.009 0.292 0.176 0.033
H -0.450014 2.175696 0.454126 0.292 0.150 0.126 0.083
H 1.009575 2.808552 1.333306 -0.320 -0.092 -0.717 0.099
```
Forces are in eV/Å.

- multiplicity = 3
- ⟨S²⟩ = 2.02
- E_HOMO (alpha / beta) (eV) = -10.6 / -10.2
- total charge = +1
- Kohn-Sham gap (alpha / beta) (eV) = 7.76 / 7.09
- ΔE to the lowest compared entry with this formula, charge and spin (eV) = 0.225
- total energy (eV) = -26315.894

# C29H33BaN3O

A molecular structure, C29H33BaN3O (ωB97M-V/def2-TZVPD, the OMol25 dataset).

Structure (XYZ):
```
67
Properties=species:S:1:pos:R:3:forces:R:3:lowdin_charge:R:1
Ba -0.629504 -1.031525 1.315184 1.135 0.196 0.664 1.696
N 0.354401 -2.604493 3.489556 -0.381 0.364 2.058 -0.134
N 0.303905 -2.602297 -0.863418 -0.914 0.153 0.336 -0.084
C 0.712175 1.962909 0.796614 0.057 -0.591 0.648 -0.309
C 1.736348 1.015062 1.083414 -0.661 0.430 0.899 -0.335
C 1.670923 0.718081 2.475843 -0.478 0.244 -0.617 -0.339
C 2.598104 -0.158036 3.244736 0.287 -0.361 0.403 -0.087
H 3.537746 -0.298669 2.689951 -0.209 -0.096 0.177 0.064
H 2.151307 -1.149895 3.462864 0.318 0.387 -0.100 0.038
H 2.855552 0.313399 4.211546 -0.016 -0.110 -0.215 0.066
C 0.568854 1.420400 3.021434 0.369 -0.167 -0.545 -0.344
C 0.172952 1.410414 4.454672 -0.125 -0.083 0.471 -0.076
H 0.747410 2.138168 5.056332 -0.126 -0.097 -0.039 0.069
H 0.332906 0.419973 4.903708 -0.041 0.178 -0.057 0.067
H -0.891209 1.656880 4.573753 0.125 -0.003 0.075 0.059
C -0.007297 2.206500 1.996219 0.335 -0.489 -0.348 -0.319
C -1.090497 3.205200 2.196705 -0.319 0.222 0.076 -0.085
H -1.945270 2.756588 2.724025 -0.009 0.216 -0.029 0.057
H -1.453816 3.598321 1.239655 -0.020 -0.030 0.127 0.055
H -0.754011 4.068951 2.797914 -0.131 -0.121 -0.099 0.070
C 2.768937 0.527378 0.137824 0.588 -0.195 -0.402 -0.072
H 3.645924 1.202374 0.120134 -0.099 -0.165 -0.083 0.072
H 2.387246 0.468011 -0.893924 0.068 -0.034 0.246 0.051
H 3.131695 -0.474747 0.415274 -0.134 0.243 -0.140 0.066
C 0.545739 2.674143 -0.494341 -0.094 0.210 -0.502 -0.070
H -0.493747 3.000423 -0.651069 0.212 -0.019 -0.074 0.057
H 0.817084 2.026938 -1.339906 -0.098 0.157 0.063 0.061
H 1.187515 3.573061 -0.555888 -0.158 -0.127 -0.056 0.074
C -0.505075 -2.873088 4.497565 0.611 0.071 -1.394 -0.258
H -0.252695 -2.498652 5.522000 -0.264 0.179 -0.911 0.085
C -1.675791 -3.629094 4.319805 -0.104 -0.404 0.562 -0.211
H -2.325423 -3.883017 5.154572 0.080 0.136 -0.030 0.037
C -1.982449 -4.084998 3.009337 0.798 -0.190 -1.017 -0.212
H -2.929947 -4.620921 2.821162 0.277 0.481 -0.016 0.075
C -1.037854 -3.945810 1.997784 0.393 -0.568 0.540 -0.241
H -1.189323 -4.254191 0.941483 -0.087 0.058 0.829 0.063
C 0.364688 -3.450169 2.351120 1.257 -0.945 -2.277 -0.726
C 1.506065 -3.689085 1.467372 -1.588 3.170 1.873 -0.117
H 2.240189 -2.588080 1.588891 -1.274 -2.802 0.363 -0.009
C -0.260150 -1.493927 -1.250335 -0.409 2.312 0.793 -0.440
C 0.647982 -3.295832 -1.971489 1.480 -2.182 0.178 -0.198
H 1.176831 -4.290904 -1.791302 -0.894 1.418 -0.743 0.108
C 0.360270 -2.577210 -3.071672 -0.412 1.145 -2.427 -0.115
H 0.483259 -2.739733 -4.166196 -0.094 -0.158 1.196 0.097
N -0.259976 -1.351557 -2.625512 1.600 -3.943 1.028 -0.053
C -0.358024 -0.114664 -3.206422 0.027 -0.828 0.820 -0.190
C 0.666015 0.315907 -4.021913 -0.296 1.385 -1.171 -0.201
C 0.415039 1.496946 -4.740519 0.033 -0.098 0.192 -0.021
H 1.143872 1.833042 -5.500084 -0.373 -0.058 0.520 0.111
C -0.745358 2.237691 -4.502568 -0.199 -0.085 0.028 -0.296
C -1.027624 3.463324 -5.329736 -0.036 0.061 0.026 -0.082
H -1.583803 4.198052 -4.731190 0.182 -0.043 -0.266 0.070
H -1.624756 3.222203 -6.223127 0.112 0.086 0.195 0.071
H -0.076672 3.894311 -5.663717 -0.256 0.137 0.006 0.066
C -1.642779 1.840125 -3.496823 0.143 -0.124 0.061 -0.017
H -2.543424 2.441554 -3.268975 0.651 -0.224 -0.159 0.119
C -1.431528 0.653087 -2.782836 -0.610 1.400 -0.765 -0.192
C -2.346612 0.277669 -1.648841 -1.092 0.130 -0.012 -0.083
H -2.372021 -0.797598 -1.441796 0.108 0.413 -0.124 0.052
H -3.378721 0.588483 -1.891465 0.223 0.113 -0.046 0.074
H -2.091547 0.813022 -0.712863 0.172 -0.246 -0.432 0.063
C 1.987853 -0.372739 -4.112137 0.837 -0.050 -0.575 -0.047
H 1.927679 -1.359220 -4.585574 0.106 0.244 0.249 0.057
H 2.479404 -0.488712 -3.131421 -0.412 -0.082 -0.257 0.092
H 2.671083 0.231706 -4.738574 -0.295 -0.124 0.256 0.074
O -5.265986 -0.684192 2.834409 7.465 1.465 -2.213 -0.058
C -4.124039 -0.467218 2.492773 -7.342 -1.565 2.184 0.084
```
Forces are in eV/Å.

- multiplicity = 1
- E_HOMO (alpha / beta) (eV) = 1.4 / 1.4
- total charge = -2
- Kohn-Sham gap (alpha / beta) (eV) = 2.74 / 2.74
- ΔE to the lowest compared entry with this formula, charge and spin (eV) = 0.140
- total energy (eV) = -37813.829

# C2H6N2P

A molecular structure, C2H6N2P (ωB97M-V/def2-TZVPD, the OMol25 dataset).

Structure (XYZ):
```
11
Properties=species:S:1:pos:R:3:forces:R:3:lowdin_charge:R:1
C -1.321609 -0.209990 0.411483 -0.031 -1.531 3.578 -0.340
C 0.601797 1.311952 -0.713216 3.451 -3.181 -1.150 -0.213
N -1.699999 1.085981 0.201236 -1.764 1.442 -0.776 -0.311
N 0.144706 -0.319257 0.188829 0.797 2.097 -1.491 0.081
P -0.977811 2.155264 -0.679556 -0.917 0.079 1.046 0.992
H -1.449912 -0.600184 1.505723 0.045 1.278 -1.337 0.169
H -2.013617 -0.945997 -0.045585 1.024 0.365 -0.883 0.148
H 1.533767 1.709682 -0.131654 -1.919 -0.784 -0.679 0.108
H 1.024764 0.936533 -1.727196 -0.880 0.704 1.560 0.095
H 0.727541 0.000905 0.946818 -0.444 -0.467 0.964 0.122
H 0.405536 -1.273043 -0.028534 0.638 -0.001 -0.830 0.150
```
Forces are in eV/Å.

- multiplicity = 1
- E_HOMO (eV) = -14.8
- total charge = +1
- Kohn-Sham gap (eV) = 9.70
- ΔE to the lowest compared entry with this formula, charge and spin (eV) = 2.725
- total energy (eV) = -14430.485

# C3H7N

C3H7N in the gas phase (ωB97M-V/def2-TZVPD, the OMol25 dataset).

Structure (XYZ):
```
11
Properties=species:S:1:pos:R:3:forces:R:3:lowdin_charge:R:1
C 0.964030 -1.160039 0.863505 0.283 0.101 0.913 0.000
C 0.043246 -0.870838 -0.033342 -0.112 -0.364 -0.571 -0.268
N -0.774398 0.285539 0.010286 0.168 0.005 0.390 -0.114
C -0.308795 1.444720 -0.750137 -0.417 0.109 -0.891 -0.124
H 1.183935 -0.439928 1.638709 -0.046 0.161 0.204 0.052
H 1.502271 -2.089485 0.975890 -0.063 -0.140 -0.506 0.047
H -0.159766 -1.567894 -0.844492 -0.025 0.150 -0.070 0.100
H -0.925320 0.509645 0.983289 -0.010 0.251 -0.039 0.095
H -1.095511 1.818431 -1.414039 -0.120 0.040 0.196 0.065
H 0.029374 2.293660 -0.152270 0.089 -0.240 0.214 0.074
H 0.490581 1.160436 -1.430819 0.254 -0.074 0.160 0.073
```
Forces are in eV/Å.

- multiplicity = 1
- SMILES = C=CNC
- E_HOMO (eV) = -8.8
- total charge = 0
- Kohn-Sham gap (eV) = 10.06
- ΔE to the lowest compared entry with this formula, charge and spin (eV) = 0.814
- total energy (eV) = -4713.343

# C4H8N2O5S

C4H8N2O5S in the gas phase (ωB97M-V/def2-TZVPD, the OMol25 dataset).

Structure (XYZ):
```
20
Properties=species:S:1:pos:R:3:forces:R:3:lowdin_charge:R:1
C -0.152884 0.464624 -0.200392 0.760 -0.016 -0.921 -0.523
C 0.415646 1.226434 0.909858 -0.577 0.450 0.399 0.082
C 0.122922 1.167578 -1.527316 -0.086 -0.051 0.095 0.011
C 0.333816 -1.595584 1.031469 -0.040 0.002 0.105 -0.085
N 0.349425 2.000053 1.775695 0.717 -1.147 -0.826 -0.087
N 0.393829 -0.844705 -0.212477 -0.367 0.134 -0.090 -0.029
O -3.709074 1.118590 -1.021085 0.011 -0.199 0.018 -0.234
O 0.496710 2.704727 2.707219 -0.205 1.047 1.008 0.073
O -2.045204 2.760986 -0.283696 0.160 0.044 0.363 -0.231
O -3.289755 1.401678 1.346933 0.812 0.064 0.043 -0.108
O -1.625755 0.346715 -0.018041 -0.631 -0.117 0.184 -0.169
S -2.683069 1.503075 -0.113144 -0.215 -0.062 -0.230 0.543
H 1.192632 1.329561 -1.628299 0.016 -0.029 0.013 0.101
H -0.402977 2.116245 -1.546996 0.162 0.023 -0.123 0.074
H -0.226004 0.543030 -2.346006 -0.047 -0.092 -0.070 0.099
H 0.782761 -2.571004 0.855775 -0.002 0.003 0.086 0.086
H 0.922002 -1.070313 1.784099 0.000 -0.103 0.042 0.083
H -0.685626 -1.726969 1.406355 0.020 -0.037 0.026 0.087
H -0.003314 -1.377510 -0.977482 0.075 0.134 -0.056 0.131
H -4.244190 1.399221 1.275143 -0.563 -0.048 -0.067 0.095
```
Forces are in eV/Å.

- multiplicity = 1
- SMILES = CN[C@](C)(C#[N+][O-])OS(=O)(=O)O
- E_HOMO (eV) = -10.0
- total charge = 0
- Kohn-Sham gap (eV) = 10.48
- ΔE to the lowest compared entry with this formula, charge and spin (eV) = 1.859
- total energy (eV) = -28327.237

# C3H6N2O

C3H6N2O in the gas phase (ωB97M-V/def2-TZVPD, the OMol25 dataset).

Structure (XYZ):
```
12
Properties=species:S:1:pos:R:3:forces:R:3:lowdin_charge:R:1
N 1.741865 0.099049 -0.436285 0.216 0.430 0.445 0.158
C 0.922576 0.810056 0.411874 -0.317 -0.367 -0.092 -0.495
O 1.271901 1.732996 1.130838 0.044 -0.575 -0.741 0.049
C -0.517056 0.347111 0.412939 0.056 0.403 0.165 -0.232
C -1.256029 -0.314990 -0.700523 0.008 0.437 -0.418 -0.142
N -0.760030 -1.094643 0.403185 0.182 -0.280 0.541 0.016
H 2.728028 0.268211 -0.300826 -0.065 -0.054 -0.093 0.105
H 1.484813 -0.834866 -0.734793 -0.127 0.313 0.250 0.094
H -1.112594 0.955557 1.086927 0.041 -0.087 -0.031 0.140
H -0.741980 -0.496920 -1.640929 -0.078 0.032 0.108 0.100
H -2.313796 -0.077180 -0.809316 0.181 -0.120 0.166 0.107
H -1.443671 -1.314752 1.119393 -0.141 -0.133 -0.300 0.100
```
Forces are in eV/Å.

- multiplicity = 1
- SMILES = NC(=O)[C@H]1CN1
- E_HOMO (eV) = -9.7
- total charge = 0
- Kohn-Sham gap (eV) = 10.72
- ΔE to the lowest compared entry with this formula, charge and spin (eV) = 1.306
- total energy (eV) = -8235.393